(1)
ORCA calculation (ωB97M-V/def2-TZVPD) on a gas-phase ion, C4H9NO (charge +1) in a non-equilibrium geometry.

Energy relative to the best compared isomer or geometry (same formula, charge and spin): 21.9 kcal per mole
Largest force on an atom: 2.8 eV/Å
Expectation value of S²: 0.756
HOMO level (spin up / spin down): -16.442 / -16.419 eV
2S+1: 2
Charge: +1

Geometry (Å):
N  -0.71931  -0.58725  -1.91571
C  -1.00691  -0.53776  -0.63376
C  0.03853  0.32806  0.16989
C  -0.40305  0.46790  1.67842
C  1.47911  -0.08391  -0.02388
O  -2.08025  -0.89649  -0.14153
H  0.24155  -0.40560  -2.17836
H  -1.36506  -0.83994  -2.65260
H  -0.14999  1.32005  -0.23355
H  -1.40445  0.89135  1.55567
H  -0.50665  -0.52320  2.10280
H  0.16715  1.15172  2.29477
H  2.06921  0.42908  0.75036
H  1.94663  0.42817  -0.87289
H  1.69349  -1.14216  0.10037

Results of the Löwdin charge analysis, in e, for atoms 1 through 5:
1 N 0.2643
2 C -0.3367
3 C -0.2780
4 C -0.0220
5 C -0.0429

(2)
ORCA calculation (ωB97M-V/def2-TZVPD) on a molecular structure, C11H14IrN2O5S.

Energy relative to the best compared isomer or geometry (same formula, charge and spin): 2.6 kcal per mole
Largest force on an atom: 0.7 eV/Å
Expectation value of S²: 0.776
HOMO level (spin up / spin down): -16.577 / -16.437 eV
2S+1: 2
Charge: +2

Geometry (Å):
Ir  0.69735  0.77630  0.05133
O  0.94758  1.44180  2.03128
C  -0.18205  2.24595  2.44740
C  -0.64699  3.00773  1.21965
N  -0.99135  2.02493  0.13659
C  -1.15175  2.65041  -1.20485
C  0.15708  2.59630  -1.97370
O  0.61309  3.37415  -2.71904
O  0.85393  1.38081  -1.69787
C  -2.19456  1.20075  0.50321
C  -1.83570  -0.27650  0.54999
O  -2.56040  -1.18722  0.32487
O  -0.54950  -0.46696  0.95548
H  1.69385  1.41160  2.64373
H  0.12248  2.92716  3.23939
H  -0.94077  1.57235  2.83865
H  0.13517  3.67032  0.84739
H  -1.52150  3.61353  1.47187
H  -1.53146  3.66924  -1.15237
H  -1.85302  2.05050  -1.78837
H  -3.00998  1.36820  -0.19591
H  -2.55385  1.48445  1.49206
S  2.45196  -0.63158  0.00625
C  1.83123  -2.20245  -0.50654
N  0.56875  -2.56771  -0.18352
C  0.05126  -3.75667  -0.51472
C  0.81586  -4.66632  -1.21590
C  2.11824  -4.32767  -1.55129
C  2.63825  -3.08600  -1.19143
H  0.00919  -1.89995  0.36162
H  -0.96831  -3.93790  -0.20321
H  0.39466  -5.62339  -1.48667
H  2.73906  -5.02905  -2.09332
H  3.65224  -2.80709  -1.44209

Results of the Löwdin charge analysis, in e, for atoms 1 through 5:
1 Ir 1.3635
2 O -0.1928
3 C -0.1307
4 C -0.1081
5 N -0.2710